# 1
Entry from the Open Molecules 2025 dataset: 2 unconnected molecules or ions with the total composition C2H4NO2 (ωB97M-V with the def2-TZVPD basis set).

CARTESIAN COORDINATES (ANGSTROEM)
O -1.493 -1.122 -0.335
O 2.420 -0.448 0.350
N 1.908 0.367 -0.517
C -0.937 -0.152 0.503
C -0.084 0.757 0.036
H -0.922 -0.612 1.464
H -0.284 0.915 -1.016
H -0.866 -1.492 -0.998
H 0.258 1.787 0.513

The net charge is -1. As for the gap between HOMO and LUMO (alpha / beta): 5.41 / 5.59 eV. The max |F| is 4.018 eV Å⁻¹. The calculation puts the energy above the lowest of the compared OMol25 structures with the same formula, charge and spin at 612.8 kJ/mol.

# 2
Entry from the Open Molecules 2025 dataset: 3 unconnected molecules or ions with the total composition C34H59N3O8S (ωB97M-V with the def2-TZVPD basis set).

CARTESIAN COORDINATES (ANGSTROEM)
S -0.448 -3.425 -3.020
O 1.467 -0.144 7.348
O -2.710 4.041 -6.041
O 5.203 -2.417 -4.427
O 4.320 1.696 6.820
O -4.082 6.492 -4.846
O 2.152 1.223 4.722
O -2.225 -0.538 2.620
O -3.719 3.443 -3.219
N 1.518 -1.526 -1.437
N 1.389 -0.087 -1.638
N -2.915 -3.347 1.576
C -1.671 -3.333 -0.581
C 7.164 -1.072 -4.744
C 1.456 -0.746 6.066
C -4.518 2.293 -3.034
C 2.266 2.288 5.651
C -2.899 -4.762 1.947
C 5.656 1.409 6.464
C 1.823 -3.697 -4.478
C 3.139 -3.442 -4.830
C -2.418 3.198 -3.725
C -1.094 -1.412 2.654
C -2.024 4.181 -4.808
C 2.004 -2.216 -2.573
C 2.454 -0.104 5.123
C 0.203 -1.648 0.547
C 0.193 0.141 7.884
C -3.357 7.702 -4.887
C -2.237 1.241 0.290
C 3.345 -1.984 -2.916
C 0.388 -2.056 -0.770
C -0.896 -2.032 1.297
C 5.860 -1.244 -3.986
C -1.323 1.431 1.510
C 3.680 2.679 6.026
C -4.348 5.909 -6.109
C -0.573 -2.895 -1.334
C -2.690 -4.247 -1.220
C -4.074 4.419 -6.134
C 3.899 -2.582 -4.039
C -1.599 -5.213 2.626
C 1.258 -3.075 -3.361
C -1.907 0.823 2.771
C -0.721 -6.094 1.732
C -1.828 -2.922 0.752
H -5.563 2.595 -3.116
H -0.191 -5.478 1.011
H 1.731 -1.802 6.186
H -5.413 6.054 -6.334
H -0.355 0.982 1.292
H -3.767 6.398 -6.898
H -1.223 1.009 3.606
H -2.862 7.826 -3.923
H -2.341 2.181 -4.126
H -0.227 -0.736 8.387
H 7.053 -0.403 -5.589
H -4.024 8.555 -5.050
H 2.428 -0.680 4.193
H -1.704 3.302 -2.898
H -3.065 -5.432 1.099
H -4.321 1.532 -3.795
H 0.927 -0.974 0.980
H -4.686 3.894 -5.399
H 7.892 -0.625 -4.074
H -0.504 0.482 7.112
H 1.834 3.149 5.133
H -2.836 1.343 2.996
H -2.590 7.688 -5.668
H -3.191 0.806 0.567
H 0.310 0.940 8.616
H 0.395 0.112 -1.714
H 6.085 -1.321 -2.921
H -1.829 -5.728 3.553
H 1.229 -4.357 -5.087
H -2.420 2.191 -0.207
H 4.248 2.869 5.109
H 0.456 -0.707 5.621
H 5.873 0.388 6.780
H -2.721 -4.114 -2.294
H -3.676 -3.990 -0.843
H -1.328 -6.808 1.178
H -3.796 -3.109 1.145
H 5.230 -0.364 -4.115
H 6.350 2.088 6.969
H 1.829 0.149 -2.519
H -1.003 -4.350 2.901
H -1.259 -2.144 3.436
H -2.504 -5.285 -0.973
H 3.471 -0.183 5.508
H 3.919 -1.334 -2.279
H -4.389 4.064 -7.119
H -2.064 5.207 -4.441
H -1.774 0.599 -0.455
H -1.129 2.487 1.679
H -0.213 -0.814 2.887
H -0.980 3.970 -5.053
H -0.015 -6.650 2.339
H -3.722 -4.947 2.632
H 5.811 1.474 5.383
H 7.553 -2.025 -5.078
H 1.657 2.113 6.539
H 3.632 3.609 6.606
H 3.564 -3.909 -5.702
H -4.352 1.868 -2.039

The net charge is 0. As for the gap between HOMO and LUMO: 7.95 eV. The max |F| is 0.708 eV Å⁻¹. Its SMILES is CCCNc1c(COCCC)cc2c(c1C)Sc1ccc(OCC)cc1N2N.COCCOCCOC.COCCOCCOC. The calculation puts the energy above the lowest of the compared OMol25 structures with the same formula, charge and spin at 232.7 kJ/mol.